The following is a DFT calculation (the ωB97M-V functional and the def2-TZVPD basis) of 4 unconnected molecules or ions with the total composition C29H40BrN6O7 at a distorted geometry.

Last column: Mulliken charge in e.
Cartesian coordinates (Å):
Br  1.2980  -0.0919  -3.8687  0.06
O  -1.7891  -0.5194  2.7753  -0.39
O  -0.7589  -4.1037  0.0134  -0.55
O  1.3071  -3.4026  -0.4830  -0.39
O  5.4601  0.4592  -0.1108  -0.32
O  0.0443  3.9439  -3.0374  -0.55
O  -3.0011  1.3147  3.0663  -0.52
O  7.1100  0.8866  -1.6497  -0.48
N  2.1024  0.1682  -0.6238  0.98
N  2.3047  -1.6023  2.1503  -0.47
N  -0.0580  -0.5759  -0.3751  1.73
N  0.6534  0.8643  -2.3568  -0.37
N  -5.4593  -1.2280  -2.0606  -0.39
N  -3.4261  -3.2833  -3.0836  -0.46
C  -6.9026  -1.7730  0.0709  -0.89
C  0.8993  0.1478  -1.1452  -1.32
C  2.5999  -1.7282  3.2531  0.44
C  0.9551  4.7320  1.4997  -0.45
C  -1.0444  1.3895  4.4103  -0.86
C  -0.3130  4.4257  -0.6530  0.19
C  -0.0787  -3.3932  -0.6814  0.22
C  -1.0745  6.1712  1.0337  -0.52
C  -1.1713  -1.1204  -1.1936  0.98
C  -2.4408  -1.5682  -0.3368  -1.62
C  4.5203  -0.0993  -1.0548  -0.61
C  -3.4506  -4.4324  -3.0505  0.58
C  -0.4883  -0.6197  2.1515  -0.86
C  -1.3936  2.3568  -1.9238  -0.95
C  -3.4822  -5.9127  -3.0062  -1.01
C  -1.2361  5.4793  -0.2494  -0.41
C  0.0348  5.8012  1.9209  -0.49
C  3.2648  0.8802  -1.1841  -0.58
C  7.8903  -0.2562  0.2798  -0.91
C  2.9786  -1.8908  4.6759  -1.06
C  -1.7152  -0.1667  -2.3197  -1.30
C  0.7932  4.0482  0.2236  0.07
C  -0.5144  0.2247  0.7991  -0.61
C  -0.6184  -2.4807  -1.8414  -0.26
C  -0.7970  1.0769  -2.6237  -0.01
C  -0.4681  3.6213  -1.9969  0.19
C  -6.0897  -1.4660  -1.1298  0.44
C  6.7663  0.4173  -0.5998  0.61
C  -1.9922  0.7250  3.3630  0.63
H  2.1290  -2.2698  5.2436  0.30
H  7.4475  -0.5628  1.2626  0.28
H  -6.5053  -1.2378  0.9331  0.27
H  4.1791  -1.0790  -0.6043  0.24
H  -3.1170  -6.2610  -2.0402  0.27
H  -1.4754  0.7773  0.6498  0.29
H  3.8061  -2.5945  4.7597  0.37
H  -1.6310  1.7003  5.3170  0.35
H  -0.5957  2.3108  3.9539  0.20
H  1.5788  -4.3362  -0.4181  0.36
H  -2.9823  -0.6085  -0.0887  0.56
H  2.2611  -0.3534  0.2543  0.11
H  -0.2884  -1.6875  1.8707  0.39
H  3.5203  1.7795  -0.5505  0.31
H  -0.8895  1.2653  -3.7281  0.89
H  -6.8757  -2.8434  0.2723  0.27
H  0.3167  -0.2447  2.8262  0.19
H  0.2482  -2.3146  -2.5289  0.43
H  -7.9353  -1.4671  -0.0937  0.34
H  -1.7222  2.2015  -0.8663  0.21
H  -1.4694  -2.9742  -2.3781  0.18
H  0.1933  6.3108  2.9022  0.37
H  -1.7532  -0.7810  -3.2668  0.21
H  -4.5031  -6.2652  -3.1502  0.35
H  -2.3298  2.6159  -2.5011  0.59
H  8.6922  0.5043  0.4828  0.29
H  -2.7657  0.1831  -2.1540  0.57
H  -2.1084  5.7782  -0.8741  0.37
H  1.8029  4.3885  2.1442  0.38
H  3.2842  -0.9299  5.0889  0.30
H  -3.1434  -2.1320  -1.0035  0.03
H  -1.7627  6.9594  1.4078  0.37
H  -2.8499  -6.3197  -3.7948  0.30
H  -2.1740  -2.1106  0.5988  0.25
H  -0.2349  0.6760  4.7282  0.30
H  4.9714  -0.3521  -2.0434  0.45
H  0.2683  1.0265  0.9605  0.54
H  3.1303  1.2563  -2.2224  0.56
H  8.3245  -1.1541  -0.2268  0.28
H  1.4732  3.2222  -0.0849  0.20

Values from the calculation:
Molar mass in g/mol: 664.58
Largest force on an atom in eV/A: 2.7
Net charge: +1
E_tot in hartree: -4557.921920
Orbital gap in eV: 7.68

***

The following is a DFT calculation (the ωB97M-V functional and the def2-TZVPD basis) of a molecular structure, C49H106AsF6N9O11 at a distorted geometry.

Last column: Mulliken charge in e.
Cartesian coordinates (Å):
As  -8.7487  -22.3469  22.6214  2.36
F  -7.1431  -22.3998  23.2807  -0.88
F  -10.3500  -22.3873  21.9169  -0.44
F  -8.9100  -24.0345  23.0362  -0.57
F  -8.5467  -20.6983  22.0260  -0.48
F  -8.1048  -22.8500  21.0493  -0.61
F  -9.3433  -21.7731  24.1625  -0.42
O  -10.2477  -26.0447  15.9384  -0.30
O  -10.6776  -28.3467  26.7319  -0.25
O  -8.7671  -21.9940  16.1742  -0.54
O  -6.0363  -22.6340  27.8454  -0.41
O  -13.9421  -20.5622  24.5288  -0.53
O  -6.5411  -16.9152  20.7489  -0.32
O  -5.0354  -10.6250  21.1343  -0.34
O  -9.8100  -22.2381  28.8477  0.11
O  -4.8573  -24.9069  25.6170  -0.85
O  -2.9228  -22.9472  24.5138  -0.32
O  -16.1962  -17.1213  27.8907  -0.31
N  -5.2126  -21.8146  25.3804  0.11
N  -13.0621  -23.6490  19.1513  0.15
N  -2.8662  -23.7858  20.5034  -0.58
N  -15.1265  -17.7823  25.0903  -0.47
N  -7.5253  -16.9278  25.3161  0.14
N  -10.6007  -23.5390  17.5813  -0.18
N  -6.6372  -13.9413  21.4057  -0.39
N  -10.3900  -18.2865  17.7155  -0.73
N  -10.8505  -24.8262  27.6358  -0.43
C  -7.0594  -15.8842  19.9536  -0.66
C  -8.8605  -18.4687  26.1288  -0.67
C  -2.3073  -23.9984  23.7896  -0.62
C  -14.2413  -23.8905  18.4686  -0.46
C  -3.5799  -22.0782  23.6151  0.32
C  -14.7044  -23.1963  20.5675  -0.66
C  -10.4577  -23.5755  26.9904  0.75
C  -6.1052  -26.8311  26.2745  -1.80
C  -15.2767  -23.6636  19.3745  -0.88
C  -6.0378  -20.8748  26.1581  -0.26
C  -10.6164  -25.9933  17.2980  -0.87
C  -6.2240  -14.6225  20.1615  -0.65
C  -4.9059  -21.2654  19.1445  0.00
C  -6.9215  -23.4235  28.6297  -0.18
C  -5.0986  -22.5411  19.9983  1.05
C  -11.3233  -29.5614  27.0498  -0.79
C  -11.3215  -27.2654  27.3595  -0.60
C  -10.8330  -22.3995  27.8793  -0.64
C  -13.3281  -23.2130  20.3875  -0.68
C  -14.9054  -18.4829  26.3630  -0.19
C  -10.4808  -18.7133  18.7780  -0.18
C  -12.7135  -21.1894  24.1988  0.04
C  -5.6073  -11.7935  20.5871  -0.52
C  -10.7567  -25.9808  26.7412  -0.15
C  -6.0026  -25.5969  25.3650  2.42
C  -9.9565  -24.7983  17.9373  -0.40
C  -10.6227  -19.1933  20.1621  0.50
C  -8.0730  -17.3966  26.5194  -0.90
C  -4.8311  -9.6645  20.1186  -0.71
C  -14.8769  -17.5027  27.5184  -0.71
C  -9.3900  -20.8542  15.6390  -0.66
C  -14.2275  -19.5380  23.5980  -0.16
C  -6.0694  -26.0549  23.8903  -1.48
C  -15.4291  -18.7001  23.9632  -0.97
C  -12.0662  -19.4769  20.5879  0.93
C  -7.8955  -17.7266  24.2820  -1.02
C  -8.7250  -18.7033  24.7645  0.27
C  -11.0474  -26.9526  15.2097  -0.78
C  -10.0247  -22.3724  18.2554  -0.44
C  -4.3991  -21.0659  24.4122  -0.56
C  -10.1507  -21.5051  29.9904  -1.01
C  -12.9096  -18.2182  20.6387  -1.68
C  -3.9883  -20.2864  19.8835  -1.01
C  -7.0684  -18.1784  20.3700  0.33
C  -3.8449  -23.2314  20.2727  0.05
C  -16.2400  -16.5084  29.1484  -0.78
C  -8.6798  -22.0281  17.5887  0.16
C  -6.8364  -21.6921  27.1625  0.51
C  -5.7280  -12.8316  21.7062  -0.58
H  -5.7718  -23.2661  19.5370  0.14
H  -12.4090  -27.3185  27.2083  0.30
H  -6.0908  -12.3125  22.5954  0.39
H  -2.7507  -21.6026  23.0642  0.44
H  -1.5158  -23.5193  23.1981  0.36
H  -9.8592  -22.6361  19.3041  -0.15
H  -5.7425  -9.4939  19.5375  0.30
H  -10.2441  -18.3634  20.7625  0.67
H  -11.3257  -25.7554  25.8388  0.28
H  -6.9394  -25.0223  25.5603  -1.00
H  -12.5433  -21.9680  24.9377  0.16
H  -8.1118  -18.2621  20.6967  -0.41
H  -5.1991  -14.9989  20.2966  0.31
H  -10.9911  -21.4778  27.3035  0.20
H  -3.0602  -24.5097  23.1883  0.10
H  -10.6620  -26.9904  14.1876  0.25
H  -12.2558  -29.5936  26.4751  0.31
H  -11.6984  -25.9909  17.4911  0.36
H  -7.9577  -22.8211  17.7728  0.08
H  -14.3912  -17.9124  28.4112  0.45
H  -10.6983  -30.4133  26.7913  0.24
H  -13.9389  -18.4420  20.9156  0.37
H  -5.2431  -27.4983  26.1809  0.44
H  -15.9912  -17.2649  25.2424  0.25
H  -14.2169  -24.2264  17.4467  0.41
H  -12.8507  -17.6538  19.7043  0.46
H  -6.9675  -16.0975  25.2582  0.15
H  -6.5702  -18.9143  21.0002  -0.29
H  -5.4416  -20.1216  26.6847  0.55
H  -7.4442  -22.7716  29.3369  0.16
H  -12.5310  -17.5323  21.4041  0.39
H  -6.7134  -20.3435  25.4750  0.01
H  -5.8416  -25.2676  23.1697  0.05
H  -8.8996  -24.7935  17.6443  0.45
H  -9.3191  -21.4716  30.6952  0.26
H  -1.9122  -24.7393  24.4806  0.27
H  -6.6001  -11.6236  20.1595  0.38
H  -3.6438  -19.4656  19.2583  0.36
H  -5.8494  -20.7678  18.9166  -0.22
H  -7.0147  -18.3494  19.2934  0.61
H  -10.2533  -26.8991  17.8087  0.40
H  -10.6489  -21.4765  18.3089  0.09
H  -14.4380  -19.9745  22.6136  0.39
H  -7.0948  -26.3572  23.6077  0.31
H  -4.5420  -8.7079  20.5458  0.27
H  -15.6632  -19.2473  26.5743  0.23
H  -15.4371  -15.7949  29.3550  0.32
H  -17.2045  -16.0142  29.2600  0.26
H  -12.0524  -26.5334  15.0999  0.31
H  -9.1317  -19.4864  24.1483  0.42
H  -9.3854  -23.6209  26.7853  -0.55
H  -8.1022  -15.6507  20.2063  0.30
H  -8.3264  -21.0516  17.9391  0.15
H  -13.3815  -18.8538  23.4730  0.27
H  -4.7421  -13.2550  21.9378  0.29
H  -12.5576  -20.2279  19.9695  0.20
H  -11.8740  -20.4866  24.1717  0.11
H  -6.3577  -24.1513  29.2126  0.37
H  -12.5125  -22.9908  21.0614  0.67
H  -5.4721  -26.9548  23.7065  0.42
H  -6.5752  -14.6437  22.1323  0.23
H  -11.9798  -19.8175  21.6219  -0.49
H  -10.4964  -23.4051  16.5808  0.41
H  -9.1801  -20.8015  14.5724  0.32
H  -15.2189  -22.9306  21.4769  0.54
H  -4.9208  -12.1840  19.8289  0.33
H  -13.9347  -18.9706  26.3003  0.27
H  -11.0178  -27.9695  15.6062  0.30
H  -7.0396  -16.0969  18.8766  0.42
H  -16.1944  -17.2539  29.9538  0.29
H  -7.0034  -27.4440  26.0727  0.26
H  -11.5772  -29.6592  28.1107  0.30
H  -9.5256  -18.9926  26.8022  0.47
H  -5.0044  -20.4581  23.7167  -0.06
H  -6.1939  -26.5486  27.3283  0.29
H  -11.2038  -27.2528  28.4520  0.31
H  -4.5002  -21.5908  18.1830  0.41
H  -10.4683  -20.8375  15.8241  0.25
H  -5.9027  -22.1271  24.6867  -0.13
H  -4.0540  -10.0272  19.4402  0.29
H  -10.9271  -23.4544  26.0112  -0.16
H  -9.0380  -19.8968  16.0419  0.27
H  -15.7383  -18.0769  23.1251  0.45
H  -10.4582  -20.4845  29.7436  0.30
H  -5.5975  -22.2624  20.9302  -0.60
H  -10.1596  -24.9510  28.3718  0.36
H  -12.1495  -23.6919  18.6800  0.56
H  -7.3743  -21.0282  27.8547  0.36
H  -10.9295  -22.0550  30.5373  0.35
H  -6.2579  -13.9742  19.2894  0.42
H  -16.2750  -19.3469  24.2327  0.37
H  -9.9874  -24.9327  19.0226  0.33
H  -7.6005  -23.9081  27.9266  -0.15
H  -11.8062  -22.5812  28.3522  0.47
H  -7.6384  -22.2113  26.6243  -0.82
H  -4.2207  -22.6249  22.9131  -0.44
H  -12.7546  -21.6370  23.1989  -0.03
H  -7.5290  -17.5561  23.2816  0.63
H  -3.6679  -20.3929  24.8763  0.48
H  -3.1589  -20.8377  20.3302  0.44
H  -9.7145  -26.1673  26.4594  0.03
H  -4.5342  -19.8987  20.7468  0.03
H  -9.9973  -20.0761  20.2954  -0.43
H  -7.9711  -16.8560  27.4409  0.42
H  -14.2932  -16.6269  27.2067  0.30
H  -16.3344  -23.8255  19.2427  0.38

Values from the calculation:
Molar mass in g/mol: 1186.35
Largest force on an atom in eV/A: 2.3
Net charge: -2
E_tot in hartree: -6085.882682
Orbital gap in eV: 3.10

***

The following is a DFT calculation (the ωB97M-V functional and the def2-TZVPD basis) of C17H17N3O5 in the gas phase at a distorted geometry.

Last column: Mulliken charge in e.
Cartesian coordinates (Å):
O  3.5325  2.6157  -1.5728  -0.61
O  1.3171  2.3201  1.1816  -0.62
O  -3.6386  -0.8527  -2.2851  -0.64
O  -1.7593  -1.8300  -1.9448  -0.61
O  1.6796  1.3537  -1.6592  -0.19
N  -2.5857  -0.9753  -1.6974  1.07
N  2.0414  -2.0822  0.3095  -0.28
N  1.7467  0.1063  0.9870  0.36
C  -0.1358  -2.9558  1.7683  -0.54
C  -0.5315  0.9390  0.6958  0.15
C  -4.7263  0.4851  -0.2029  -1.44
C  0.9661  2.4478  -2.2189  -0.88
C  3.5766  0.3859  -0.6569  -0.59
C  -0.9257  0.0956  -0.3293  0.23
C  1.3172  -1.2228  1.0135  0.06
C  0.2312  -1.6243  1.7969  -0.33
C  3.1692  0.3508  0.8250  -1.03
C  -3.2690  0.6355  0.0731  1.23
C  2.9625  1.5856  -1.3411  0.59
C  0.5938  -3.8456  0.9918  -0.48
C  1.6865  -3.3547  0.2990  -0.54
C  -1.5045  1.6583  1.3855  -0.50
C  0.9119  1.1919  0.9891  -0.22
C  -2.2743  -0.0562  -0.6317  -0.28
C  -2.8417  1.4944  1.0831  -1.01
H  -0.2935  -0.9151  2.4171  0.51
H  1.5705  2.9400  -2.9827  0.41
H  -4.9785  0.9550  -1.1527  0.28
H  -1.1957  2.3421  2.1617  0.50
H  -5.3107  0.9507  0.5864  0.41
H  4.6605  0.4696  -0.7229  0.39
H  0.3303  -4.8893  0.9413  0.41
H  3.7127  -0.4510  1.3262  0.47
H  3.3944  1.3102  1.2973  0.53
H  -0.9736  -3.2990  2.3572  0.45
H  -5.0092  -0.5624  -0.2883  0.36
H  2.3144  -4.0016  -0.2985  0.41
H  -3.5823  2.0481  1.6405  0.37
H  -0.1986  -0.4366  -0.9242  0.66
H  0.7267  3.1689  -1.4343  0.31
H  3.2358  -0.5335  -1.1318  0.39
H  0.0567  2.0380  -2.6515  0.24

Values from the calculation:
Structure (SMILES): COC(=O)CCN(C(=O)c1ccc(C)c([N+](=O)[O-])c1)c1ccccn1
Molar mass in g/mol: 343.34
Largest force on an atom in eV/A: 1.4
E_tot in hartree: -1198.426591
Energy above the lowest of the compared OMol25 structures with the same formula, charge and spin in kJ/mol: 321.7
Orbital gap in eV: 8.44

***

The following is a DFT calculation (the ωB97M-V functional and the def2-TZVPD basis) of 3 unconnected molecules or ions with the total composition C2H6N4OS at a distorted geometry.

Last column: Mulliken charge in e.
Cartesian coordinates (Å):
S  3.4308  -0.6496  0.0682  -0.24
O  -2.3741  -1.3551  0.2391  -0.48
N  -0.9338  -1.3529  -0.3393  -0.33
N  -1.5704  0.9221  -0.0246  -0.64
N  1.1465  1.4071  0.0178  -0.84
N  0.8442  0.1451  -0.3589  0.40
C  1.9032  -0.8393  -0.2635  -0.19
C  -0.5498  -0.0535  -0.3805  0.54
H  -0.5928  -1.6983  0.5076  0.34
H  1.4344  -1.6542  -0.6547  0.42
H  -2.6626  -0.3976  0.4926  0.43
H  -1.2923  1.8243  -0.2829  0.07
H  1.0493  1.3376  1.6418  0.20
H  0.1674  2.3644  -0.6626  0.31

Values from the calculation:
Molar mass in g/mol: 134.16
Largest force on an atom in eV/A: 7.1
E_tot in hartree: -771.884435
Energy above the lowest of the compared OMol25 structures with the same formula, charge and spin in kJ/mol: 1086.5
Orbital gap in eV: 8.27